Record 1
C37H24BrCdF6N7O4 as an isolated structure. Source: OMol25; level of theory: ωB97M-V with the def2-TZVPD basis set.

Output
Lowest unoccupied orbital energy in eV: 3.74
Total energy in eV: -148295.882
Charge: -2
Frontier orbital gap in eV: 5.57
HOMO in eV: -1.84
ΔE to the lowest compared entry with this formula, charge and spin in eV: 0.2136

Geometry as XYZ:
```
80
Properties=species:S:1:pos:R:3:forces:R:3:mulliken_charge:R:1
C 0.05095 -4.54469 -3.45934 -0.06 -0.02 0.04 -0.74
H -3.41282 -4.97650 -1.85993 -0.03 0.00 0.02 0.47
C 4.42978 0.02565 -1.43507 -0.01 -0.03 0.01 -0.76
H -5.11311 -3.06539 1.60764 0.02 0.01 -0.01 0.42
C -0.99251 1.47448 1.45848 0.10 -0.04 0.00 -0.72
H 5.50508 0.15614 -1.47373 0.01 0.00 -0.01 0.37
H 2.31471 5.88253 3.85479 0.00 -0.01 -0.02 0.41
N 3.41040 2.30958 4.17709 0.02 0.14 0.00 -0.51
C -0.71362 2.51078 2.35720 -0.03 0.02 -0.01 -1.39
H 3.46203 -1.88338 2.66296 0.00 0.02 0.01 0.43
H -3.39425 -0.46956 4.59108 0.00 -0.02 -0.02 0.41
H 1.55547 1.61340 -0.63076 0.02 -0.04 -0.04 0.49
C 1.83339 -2.62919 -2.18693 0.04 0.04 0.05 -0.23
C 2.47157 -1.31299 -1.72859 -0.09 0.03 -0.05 0.33
H -1.88413 1.45542 0.84538 -0.01 -0.03 -0.03 0.41
C 1.99505 5.51003 0.51510 0.00 -0.03 0.05 -0.22
C 2.24790 0.84201 -0.95942 -0.08 -0.09 -0.08 -0.06
H -1.88914 2.88386 -1.93892 -0.03 -0.02 -0.01 0.42
F -2.97155 -1.38911 -2.94096 -0.03 0.01 -0.01 -0.17
H 4.20698 0.01064 4.08681 -0.02 -0.02 -0.01 0.36
C -0.27579 -3.77200 -2.33964 0.14 0.12 0.06 0.47
H 1.03050 -4.41654 -3.89006 0.01 0.00 -0.01 0.40
C 0.98300 0.42404 1.99636 -0.08 -0.21 0.01 -0.18
C -3.34098 -1.05743 3.68286 -0.02 -0.01 0.00 -1.06
C 2.85441 4.12538 2.77515 0.05 0.05 0.05 -0.63
C -0.84979 -5.44956 -4.00587 0.04 0.05 0.01 -0.54
H 3.33307 2.53828 1.39978 0.00 0.11 -0.02 0.37
C 3.30722 0.09219 3.48470 0.07 0.14 0.06 -0.31
F -0.54383 -0.39296 -3.68477 0.02 0.00 -0.01 -0.20
C -2.15478 -1.14202 2.97717 0.06 -0.02 -0.01 -0.20
H -3.46618 2.23997 -1.45759 0.01 0.01 -0.02 0.48
C 1.76872 -0.83332 1.84315 0.17 0.27 0.00 0.32
C -1.12043 0.79268 -3.49919 0.00 0.01 0.05 0.41
O 1.42592 -1.69436 1.02118 0.00 -0.29 0.41 -0.60
O 2.59037 -3.38589 -2.82388 -0.05 -0.04 -0.01 -0.87
C -4.30675 -2.48597 2.03313 0.02 0.01 0.05 -0.66
H -2.82308 -6.28871 -3.85500 0.01 0.01 0.01 0.35
H 2.58199 3.77531 -0.59735 0.00 0.02 0.02 0.41
C -1.55334 -3.94584 -1.72302 -0.02 0.06 0.09 -0.14
C 1.90726 6.11310 1.75685 0.00 -0.01 0.04 -0.52
C 2.68206 1.35490 3.50523 -0.09 -0.13 -0.02 -0.02
H -1.43461 3.30564 2.50217 0.01 0.00 -0.01 0.46
C -4.44756 -1.73622 3.18297 0.00 0.00 -0.02 -0.28
C 3.85429 -1.17213 -1.81506 0.03 0.04 0.02 -0.73
C 2.94581 3.54483 1.50593 0.06 0.04 -0.10 0.59
N 0.56313 -2.76342 -1.84388 -0.06 -0.12 -0.19 0.14
N -0.17651 0.45139 1.31640 0.27 0.26 -0.09 1.51
H -5.40356 -1.68363 3.69262 0.01 0.00 0.00 0.39
C 3.61345 1.06370 -1.00217 0.03 0.02 0.00 -0.75
C 1.40612 1.47149 2.83688 0.02 -0.09 0.15 0.51
C -2.44364 -4.85408 -2.31041 0.07 0.01 0.04 -0.73
C -3.34318 -0.13173 -2.70360 0.03 0.00 0.05 0.50
O -1.58927 0.41798 -1.17940 -0.16 0.10 -0.37 -1.35
H 0.69086 3.29519 3.74847 0.05 0.06 0.03 0.64
C -2.70925 2.23341 -2.24211 -0.05 0.09 0.05 -2.33
H 4.42698 -2.01214 -2.17919 0.01 -0.01 0.00 0.53
C 2.52080 4.23397 0.38153 0.05 -0.01 0.01 -0.12
C -2.15598 0.80166 -2.34457 0.05 -0.03 0.30 0.87
O -3.79366 -4.29733 0.07608 0.05 -0.02 -0.05 -0.87
H 4.02727 2.01929 -0.70162 0.01 -0.06 -0.04 0.33
H -0.56624 -6.02677 -4.88033 0.00 0.00 0.01 0.35
C -2.90825 -3.42461 0.17533 0.00 0.13 -0.05 0.42
F -1.65042 1.16659 -4.69892 0.07 -0.02 0.07 -0.33
N 1.69609 -0.31850 -1.30667 0.04 0.15 -0.10 0.32
F -4.04857 0.28436 -3.79466 0.01 -0.04 0.07 -0.33
H 1.50292 7.11254 1.85121 0.00 -0.01 0.00 0.39
F -4.22436 -0.15578 -1.68210 0.03 -0.01 -0.09 -0.31
N 3.40079 3.55963 3.95780 -0.14 -0.14 -0.10 -0.79
C -2.09991 -5.59656 -3.43472 -0.05 0.02 0.02 -0.70
C 0.47510 2.50900 3.04085 0.00 -0.05 0.00 -0.50
C -3.06477 -2.51853 1.39410 0.04 -0.07 -0.05 -0.01
H -1.26810 -0.61982 3.32622 -0.07 -0.05 0.00 0.58
Cd -0.43350 -1.34180 -0.41380 -0.40 0.00 0.10 3.42
Br 1.38908 6.44181 -1.02621 0.00 0.01 -0.01 -0.25
N -2.01759 -1.84212 1.85003 0.02 0.11 0.08 -0.08
F -0.13702 1.68182 -3.23656 -0.03 -0.07 -0.05 -0.27
H -3.14727 2.60005 -3.17213 0.02 -0.01 0.02 0.37
C 2.35153 5.42205 2.87435 -0.02 0.01 0.02 -0.07
C 2.90991 -0.95284 2.69614 -0.14 -0.05 -0.07 -1.02
N -1.85265 -3.16338 -0.58303 -0.01 -0.28 -0.30 0.52
```
Positions in Å, forces in eV/Å.

=====

Record 2
C37H25AsF5IrN3O7PS as an isolated structure. Source: OMol25; level of theory: ωB97M-V with the def2-TZVPD basis set.

Output
Lowest unoccupied orbital energy (spin up / spin down) in eV: -1.10 / -1.48
Spin multiplicity: 5
⟨S²⟩: 6.017
Total energy in eV: -154956.281
Charge: 0
Frontier orbital gap (spin up / spin down) in eV: 6.17 / 7.48
HOMO (spin up / spin down) in eV: -7.27 / -8.96
ΔE to the lowest compared entry with this formula, charge and spin in eV: 3.0001

Geometry as XYZ:
```
81
Properties=species:S:1:pos:R:3:forces:R:3:mulliken_charge:R:1
H 16.95760 19.04950 11.37376 -0.32 0.17 -0.10 0.84
N 12.09304 12.31469 11.97518 -0.88 0.93 -0.65 -0.02
O 11.57760 10.81669 7.90716 1.13 1.31 -0.22 -0.45
C 17.14941 17.91995 14.98065 -0.11 -0.29 1.07 -1.04
C 15.31048 15.30491 7.30246 0.15 -0.89 -1.73 -0.76
C 14.72398 14.22923 7.98614 0.41 -0.21 0.37 0.92
C 11.92898 12.40151 13.30228 -3.01 0.35 -1.12 -0.32
F 14.77725 7.33296 11.06303 0.13 -0.21 -0.08 -0.30
C 11.02233 12.55293 11.13029 1.33 -0.57 1.24 0.57
P 14.61709 14.31940 9.83427 -0.65 -0.46 -0.63 0.46
C 9.54531 12.84787 12.98922 1.08 0.25 0.51 0.71
H 11.26397 12.42790 10.06949 -0.22 0.39 0.46 -0.23
C 17.06007 16.12913 9.74359 0.59 0.18 -1.56 -0.67
F 16.55481 12.05307 8.87322 0.09 -0.39 0.09 -0.23
O 13.50828 14.86010 15.21789 -1.30 0.47 1.06 -0.80
H 10.86963 16.27798 12.23975 -0.08 0.60 -0.40 0.54
C 16.77348 17.97617 11.37473 2.02 1.66 -0.78 0.68
N 12.20981 12.11806 7.72559 0.07 -1.13 0.26 -0.31
N 7.09958 13.15552 13.77408 1.22 0.05 -0.26 -0.47
C 16.11052 15.86414 14.14129 -0.13 -0.18 0.47 -0.22
As 14.85596 14.42059 14.49497 1.35 -0.04 -0.70 1.24
C 15.51850 15.25908 5.91311 -0.79 0.00 -0.12 -0.82
C 11.41520 16.38194 11.29806 -0.25 -0.05 0.02 -1.15
H 17.33546 18.56581 15.84395 -0.15 -0.22 -0.36 0.38
C 15.24253 10.94385 10.53026 -0.12 -0.81 0.58 -0.23
H 14.33724 12.16696 5.28004 -0.27 -0.02 0.05 0.50
O 15.71436 13.14509 15.28365 0.49 -0.21 0.57 -0.72
H 10.44563 12.56840 14.91270 0.49 0.34 -0.70 0.46
H 12.74722 12.28729 13.93842 1.25 -0.26 0.75 0.76
O 17.72505 13.59245 13.24998 0.40 -0.07 0.19 -0.78
H 13.99894 11.02211 7.60339 -0.66 0.13 0.00 0.58
C 17.40489 17.36995 10.10718 -0.71 -0.92 0.58 -1.12
C 16.47066 9.67340 8.87147 0.42 1.32 -0.39 0.28
F 14.10326 9.69408 12.17726 -0.18 -0.31 0.23 -0.28
C 16.32298 16.71881 15.14530 -0.92 -0.02 0.37 -0.42
H 12.76913 15.11429 12.09948 0.51 -1.17 0.28 0.39
C 14.87621 9.68515 11.08170 0.40 1.11 -1.06 0.61
H 8.91463 12.96955 10.87170 1.41 -0.02 1.45 0.38
Ir 14.18452 12.52821 11.40774 1.21 -0.19 -1.14 0.39
H 16.49482 12.96270 14.72835 -0.12 -0.05 0.19 0.45
F 16.52383 7.35442 8.89475 -0.39 -0.32 -0.18 -0.29
H 18.53740 17.05353 12.26820 -0.35 0.32 0.03 0.48
H 14.71498 15.64710 12.08562 -0.53 -0.26 0.09 -0.12
C 16.70364 16.06578 12.78486 -0.09 -0.60 -0.37 0.65
H 11.52539 17.79049 8.19625 0.25 -0.22 0.83 0.39
C 15.16993 14.14312 5.14043 -0.62 -0.59 2.22 -0.83
C 16.12010 10.91143 9.44534 -0.92 -1.08 0.35 0.15
C 16.10627 15.26676 10.54991 0.86 0.25 -2.34 1.31
C 12.48380 15.53198 11.16601 0.88 1.05 -1.17 -0.18
C 17.67817 18.17875 13.80432 0.10 0.89 -1.36 -1.01
C 15.98408 8.47611 9.36601 0.97 0.29 0.46 0.44
F 17.35094 9.66353 7.84012 -0.46 -0.19 0.41 -0.34
H 15.71534 16.55680 16.06380 0.78 0.28 -0.53 0.42
C 13.24514 15.48668 9.94701 -0.68 -0.62 2.25 1.19
C 14.27180 13.13003 7.24606 1.37 1.24 -3.00 0.56
H 13.18220 16.14849 7.90428 0.35 -0.05 0.10 0.37
C 10.64664 12.65026 13.82890 -0.38 -0.56 0.85 -0.80
H 15.27334 14.11348 4.07637 0.23 0.02 -0.37 0.45
H 18.22600 17.87649 9.63707 0.19 0.21 -0.26 0.47
C 11.84317 17.20688 9.08398 -1.40 0.35 -0.72 -0.89
C 15.40631 17.49252 11.37895 -1.29 2.12 -0.93 -2.41
O 14.61086 13.74164 12.99493 -0.24 -0.15 -0.96 -0.41
S 17.80585 14.67730 12.32573 -0.51 0.15 -0.77 1.16
C 11.11320 17.24918 10.25484 0.07 -0.20 -0.17 -0.87
H 15.58194 16.22232 7.76839 0.13 0.34 0.64 0.69
C 17.51773 17.33332 12.57247 0.01 0.34 0.59 0.36
C 14.57411 13.06832 5.82868 0.47 1.21 0.81 -1.03
O 16.97822 14.24090 11.02905 -0.39 -1.09 0.47 -0.13
H 17.63257 15.63699 8.91503 -0.73 0.36 0.87 0.61
C 13.46076 11.98602 7.57387 -0.25 -1.26 1.25 -0.57
H 14.57675 17.96522 10.78946 0.89 -0.66 0.79 0.27
C 9.77064 12.85225 11.63169 -1.16 -0.37 -2.92 -0.63
H 15.80465 16.15711 5.37896 0.39 0.03 0.24 0.37
C 15.57130 16.11007 11.64908 -0.01 -1.92 3.07 0.01
C 8.21152 13.06571 13.46301 -1.32 -0.17 0.51 -0.22
H 10.28396 17.90328 10.26236 -0.78 0.66 0.43 0.49
C 15.20518 8.47055 10.51779 -0.27 0.37 0.04 0.27
H 18.24366 19.09026 13.61132 0.04 -0.13 0.32 0.45
H 10.87924 11.12182 8.47613 -0.91 -0.37 0.21 0.39
C 12.80814 16.25388 8.91062 0.44 0.41 -1.19 -0.31
O 19.06258 15.17568 11.84334 0.01 -0.63 0.62 -0.73
```
Positions in Å, forces in eV/Å.